89
Properties=species:S:1:pos:R:3:forces:R:3:mulliken_charge:R:1 method="wB97M-V/def2-TZVPD" orbital_gap_ev=4.908 de_lowest_kcal_mol=0.00 fmax_ev_per_a=0.4 e_homo_ev=-6.20 spin_multiplicity=1 energy_ev=-83337.4846
Pt -0.395014 -0.387515 0.342020 0.1 0.3 -0.2 0.767
C -2.176030 0.163397 4.188239 0.0 0.0 0.0 -1.737
C -1.832839 -0.161142 2.774917 0.0 0.1 0.0 1.218
N -0.819671 0.328913 2.155750 -0.1 -0.2 0.1 0.703
N 0.065759 1.197885 2.704073 -0.1 0.1 0.2 -1.206
C 1.063959 1.388270 1.857754 0.1 0.0 -0.1 -0.117
O 1.177678 0.828345 0.701503 0.0 -0.2 0.0 -0.077
C 2.147478 2.318550 2.235980 0.0 0.0 0.0 0.489
C 2.159280 2.939157 3.483733 0.0 0.0 0.0 -0.396
C 3.179202 3.818207 3.805416 0.0 0.0 0.0 -0.739
C 4.185460 4.083349 2.884507 0.0 0.0 0.0 -0.321
C 4.171987 3.467427 1.640738 0.0 0.0 0.0 -0.810
C 3.156930 2.582267 1.313075 0.0 0.0 0.0 -0.227
C -2.624220 -1.099063 1.955398 0.0 0.0 0.0 0.477
C -3.784545 -1.680069 2.430155 0.0 0.0 0.0 -0.826
C -4.522498 -2.521298 1.609773 0.0 0.0 0.0 -0.522
C -4.080200 -2.749407 0.324443 0.0 0.0 0.0 -1.331
C -2.902606 -2.150542 -0.093871 0.1 -0.1 0.0 0.074
N -2.175174 -1.361399 0.692288 -0.1 0.0 0.0 -0.028
H -1.502858 0.933813 4.551052 0.0 0.0 0.0 0.342
H -2.068018 -0.724385 4.815434 0.0 0.0 0.0 0.335
H -3.204636 0.516710 4.275880 0.0 0.0 0.0 0.390
H 1.367143 2.726179 4.187901 0.0 0.0 0.0 0.459
H 3.190188 4.300560 4.774230 0.0 0.0 0.0 0.389
H 4.979733 4.774183 3.137421 0.0 0.0 0.0 0.386
H 4.951589 3.679029 0.920612 0.0 0.0 0.0 0.441
H 3.124328 2.100728 0.343024 0.0 0.0 0.0 0.498
H -4.107866 -1.468840 3.438960 0.0 0.0 0.0 0.393
H -5.431688 -2.980246 1.974356 0.0 0.0 0.0 0.425
H -4.621939 -3.381771 -0.363885 0.0 0.0 0.0 0.512
H -2.526441 -2.306205 -1.094818 0.0 0.0 0.1 0.750
Te 2.509659 -1.643403 -4.009774 -0.2 0.0 -0.1 0.336
C 1.613128 -0.872956 -5.780507 0.0 -0.1 0.0 -0.127
C 0.289730 -1.151044 -6.104864 0.0 0.1 0.0 0.247
C -0.259660 -0.575408 -7.239614 0.0 0.0 0.0 -0.378
N 0.408222 0.240091 -8.056377 0.0 0.0 0.0 -0.693
C 1.676144 0.493652 -7.743514 0.0 0.0 0.0 -0.448
C 2.319635 -0.034837 -6.630802 0.0 0.1 0.0 -0.160
C 1.535021 -0.465177 -2.605404 0.2 0.0 0.3 -0.111
P 0.402424 -1.318561 -1.631568 0.0 0.0 0.0 -0.420
C -0.963916 -1.878007 -2.710388 0.0 0.0 0.0 1.183
C -1.009909 -3.111784 -3.354306 0.0 0.0 0.0 -0.433
C -2.039238 -3.398591 -4.245080 0.0 0.0 0.0 -0.993
C -3.025927 -2.456833 -4.499677 0.0 0.0 0.0 -0.705
C -2.982807 -1.219592 -3.864142 0.0 0.0 0.0 -1.046
C -1.957755 -0.933490 -2.977746 0.0 0.0 -0.1 -0.117
C 1.077253 -2.856404 -0.886567 0.2 0.0 -0.1 0.749
C 2.428596 -2.854310 -0.547727 0.0 0.0 0.0 -0.870
C 2.986871 -3.922459 0.139257 0.0 0.0 0.0 -0.733
C 2.200121 -5.009773 0.493318 0.0 0.0 0.0 -0.567
C 0.851575 -5.019390 0.164008 0.0 0.0 0.0 -0.864
C 0.292401 -3.947189 -0.516265 0.0 0.0 0.0 -0.034
P 1.925446 1.273262 -2.226539 -0.2 -0.1 0.0 0.234
C 0.359605 2.119783 -2.739459 0.1 -0.1 -0.1 0.276
C -0.346966 2.835160 -1.778121 0.0 0.0 0.0 -0.607
C -1.593955 3.384504 -2.069865 0.0 0.0 0.0 -0.655
C -2.131675 3.246246 -3.339614 0.0 0.0 0.0 -0.744
C -1.424157 2.551198 -4.317095 -0.1 -0.1 0.0 -0.832
C -0.201102 1.979404 -4.011928 -0.1 0.0 0.1 0.596
C 3.090015 1.759350 -3.559884 -0.1 0.1 0.0 0.275
C 4.369362 1.197300 -3.536337 0.0 0.0 0.0 -0.144
C 5.339518 1.580978 -4.449171 0.0 0.0 0.0 -0.673
C 5.060198 2.559377 -5.394433 0.0 0.0 0.0 -0.537
C 3.808991 3.156244 -5.405024 0.0 0.0 0.0 -0.745
C 2.834527 2.762416 -4.496221 0.1 -0.1 0.0 -0.324
H -0.312512 -1.795848 -5.483205 0.0 0.0 0.0 0.219
H -1.291907 -0.780946 -7.507593 0.0 0.0 0.0 0.406
H 2.208996 1.165549 -8.408701 0.0 0.0 0.0 0.389
H 3.345314 0.242465 -6.418099 0.0 0.0 0.0 0.412
H -0.229443 -3.842042 -3.182450 0.0 0.0 0.0 0.357
H -2.058499 -4.355298 -4.751826 0.0 0.0 0.0 0.402
H -3.821239 -2.680668 -5.199542 0.0 0.0 0.0 0.440
H -3.743315 -0.475074 -4.065159 0.0 0.0 0.0 0.495
H -1.919231 0.032915 -2.488062 0.0 0.1 0.0 0.461
H 3.036990 -2.000463 -0.826387 0.0 0.0 0.0 0.353
H 4.038709 -3.906571 0.395442 0.0 0.0 0.0 0.427
H 2.635773 -5.847989 1.021974 0.0 0.0 0.0 0.395
H 0.233785 -5.867516 0.432710 0.0 0.0 0.0 0.452
H -0.762345 -3.970529 -0.763514 0.0 0.0 0.0 0.350
H 0.076912 2.947951 -0.786061 0.0 0.0 0.0 0.369
H -2.136313 3.927535 -1.305201 0.0 0.0 0.0 0.444
H -3.095326 3.682366 -3.573562 0.0 0.0 0.0 0.379
H -1.835049 2.444071 -5.314695 0.0 0.0 0.0 0.490
H 0.328638 1.408605 -4.763957 0.0 -0.1 -0.1 0.096
H 4.611362 0.446175 -2.793909 0.0 0.0 0.0 0.408
H 6.318483 1.118769 -4.415816 0.0 0.0 0.0 0.401
H 5.817117 2.862668 -6.106997 0.0 0.0 0.0 0.371
H 3.581942 3.930801 -6.127491 0.0 0.0 0.0 0.422
H 1.868091 3.243136 -4.528668 0.0 0.0 0.0 0.413

=====

98
Properties=species:S:1:pos:R:3:forces:R:3:mulliken_charge:R:1 method="wB97M-V/def2-TZVPD" orbital_gap_ev="6.378 / 7.133" de_lowest_kcal_mol=0.00 fmax_ev_per_a=2.3 e_homo_ev="-6.72 / -7.71" spin_multiplicity=2 energy_ev=-174758.6403
Ti -1.116554 -0.575906 -0.454145 0.3 0.0 -1.7 -0.597
C -3.383578 0.114130 -3.193155 0.1 0.1 0.0 -1.413
C -3.559638 0.931718 -1.946183 0.0 -0.2 -0.1 0.756
C -4.462989 1.986933 -1.987337 -0.1 0.1 0.1 -0.866
C -4.654430 2.774238 -0.874178 0.0 -0.1 -0.1 -1.071
C -3.965862 2.463867 0.282421 0.0 -0.1 0.2 -0.626
C -3.108263 1.379538 0.283147 -0.2 0.2 -0.3 -0.035
N -2.888234 0.631830 -0.824667 -0.6 0.6 0.1 1.045
C -2.404158 0.948885 1.505330 0.1 -0.3 0.3 1.043
C -2.452869 1.666635 2.693718 -0.1 0.2 -0.1 -1.246
C -1.862136 1.156207 3.828060 0.1 -0.1 -0.1 -1.172
C -1.268338 -0.094244 3.760520 -0.1 0.1 0.1 -0.652
C -1.224163 -0.763180 2.554406 0.1 -0.1 -0.1 0.062
N -1.738722 -0.230294 1.419192 -0.8 0.8 2.0 1.318
C -0.632178 -2.120659 2.469829 0.1 -0.1 0.1 0.462
C 0.464505 -2.484178 3.237502 0.0 0.1 0.0 -0.179
C 0.950164 -3.777720 3.104797 0.0 -0.1 -0.1 -1.093
C 0.334503 -4.637133 2.216889 0.0 0.1 0.2 -0.730
C -0.751405 -4.178923 1.464761 -0.1 -0.2 -0.1 0.805
C -1.393084 -5.049036 0.426945 0.1 0.0 0.0 -1.376
N -1.221859 -2.946652 1.608531 -0.2 0.0 0.1 -0.170
H -4.299085 -0.447428 -3.388702 0.0 0.0 0.0 0.378
H -2.564745 -0.588651 -3.122245 0.0 0.0 0.0 -0.191
H -3.209941 0.786049 -4.035885 0.0 0.0 0.0 0.533
H -4.988679 2.191788 -2.909758 0.0 0.0 0.0 0.516
H -5.324979 3.622563 -0.901657 0.0 0.0 0.0 0.442
H -4.091017 3.065464 1.168142 0.0 0.0 0.0 0.422
H -2.945454 2.625821 2.725932 0.0 0.0 0.0 0.401
H -1.875107 1.707844 4.757874 0.0 0.0 0.0 0.464
H -0.861226 -0.555065 4.648113 0.0 -0.1 0.0 0.555
H 0.948876 -1.772242 3.892306 0.0 0.0 0.0 0.417
H 1.811688 -4.099604 3.675917 0.0 0.0 0.0 0.429
H 0.688615 -5.651600 2.090265 0.0 0.0 0.0 0.437
H -1.338979 -6.101011 0.706081 0.0 0.0 0.0 0.554
H -0.854085 -4.910287 -0.513983 0.0 0.0 0.1 0.143
H -2.428294 -4.756014 0.264165 0.0 0.0 0.0 0.210
O 1.319871 -3.507105 -0.599121 0.0 0.0 -0.1 -0.701
C 1.381399 -2.398973 -0.110940 -0.1 0.0 0.2 -0.007
O 0.388972 -1.549847 -0.124272 1.4 -1.2 0.1 0.349
C 2.644703 -1.932815 0.580823 0.0 0.2 0.0 -0.825
C 3.665838 -2.880379 0.664421 0.0 0.0 0.0 -0.198
C 4.892803 -2.555813 1.207157 0.0 0.0 0.0 -0.870
C 5.121995 -1.261706 1.658706 0.1 0.0 0.0 -0.742
C 4.115640 -0.317739 1.585245 0.0 0.0 0.0 -0.329
C 2.856190 -0.633624 1.068589 -0.2 -0.2 0.0 0.206
P 1.576927 0.704812 0.960608 0.6 0.2 0.1 2.624
C 2.591428 1.829586 -0.095571 -0.1 -0.1 0.0 0.491
C 3.057826 3.089076 0.255107 0.0 0.0 0.0 -0.363
C 3.767583 3.857098 -0.660218 0.0 0.0 0.0 -0.731
C 4.012429 3.380438 -1.937087 0.0 0.0 0.0 -0.738
C 3.556861 2.117210 -2.295428 0.0 0.0 0.0 -0.744
C 2.853104 1.351072 -1.382248 -0.1 0.0 0.0 -0.860
C 1.666870 1.477219 2.621250 -0.1 -0.1 0.0 0.219
C 1.016721 2.706396 2.774639 0.0 0.0 0.0 -0.316
C 0.898915 3.294023 4.024652 0.0 0.0 0.0 -0.860
C 1.394273 2.646841 5.149342 0.0 0.0 0.0 -0.758
C 2.001430 1.406299 5.014623 0.0 0.0 0.0 -0.771
C 2.137227 0.824082 3.760514 0.0 0.1 0.0 -0.917
H 3.462821 -3.870806 0.280100 0.0 0.0 0.0 0.521
H 5.675593 -3.301161 1.267700 0.0 0.0 0.0 0.409
H 6.090216 -0.989041 2.060295 0.0 0.0 0.0 0.461
H 4.304202 0.691089 1.932835 0.0 0.0 0.0 0.474
H 2.874835 3.485042 1.244790 0.0 0.0 0.0 0.395
H 4.131141 4.835294 -0.370998 0.0 0.0 0.0 0.434
H 4.556825 3.987880 -2.649523 0.0 0.0 0.0 0.379
H 3.757050 1.722167 -3.284941 0.0 0.0 0.0 0.489
H 2.506690 0.362830 -1.667386 0.0 0.0 0.0 0.402
H 0.584910 3.195439 1.906058 0.0 0.0 0.0 0.399
H 0.406076 4.253756 4.122676 0.0 0.0 0.0 0.463
H 1.305753 3.103171 6.127359 0.0 0.0 0.0 0.394
H 2.374165 0.890415 5.891500 0.0 0.0 0.0 0.425
H 2.609297 -0.145871 3.667872 0.0 0.0 0.0 0.451
F -1.316320 3.932033 0.230473 -0.1 0.0 0.0 -0.331
B -0.769806 3.327297 -0.894621 0.2 0.0 -0.1 0.239
F -0.534930 1.935136 -0.590163 0.0 0.0 0.1 0.304
F -1.640058 3.371117 -2.000989 0.0 0.0 0.0 -0.373
F 0.443694 3.914185 -1.251677 -0.1 -0.1 -0.1 -0.364
Br -4.731940 -5.143763 -3.892464 0.0 0.0 0.0 -0.225
C -3.697868 -3.980140 -2.794595 0.0 0.0 -0.1 -0.193
C -4.323233 -3.242777 -1.806103 -0.1 0.0 0.1 -1.004
C -3.563699 -2.355079 -1.051742 0.1 -0.1 0.1 -0.352
C -2.190913 -2.175593 -1.251417 -0.3 -0.4 -0.4 2.193
C -1.598657 -2.985583 -2.229716 -0.1 -0.1 0.1 -0.281
C -2.333471 -3.877626 -3.003351 0.0 0.0 0.0 -0.512
H -5.385906 -3.353408 -1.629735 0.0 0.0 0.0 0.465
H -4.072291 -1.790223 -0.275487 0.0 0.0 0.0 0.230
H -0.527824 -2.943836 -2.388204 0.0 0.1 -0.1 0.055
H -1.851101 -4.480738 -3.761975 0.0 0.0 0.0 0.456
N 1.686739 1.847904 -6.036341 0.0 0.1 0.0 -0.437
C 0.953224 1.791984 -4.902545 0.0 -0.2 0.2 0.584
N 0.486529 2.928953 -4.396771 -0.1 0.3 0.1 -0.322
N 0.760228 0.599461 -4.394952 0.3 -0.3 -0.3 -0.812
C 0.179561 0.280056 -3.286388 -0.2 -0.2 0.1 0.623
N -0.321427 -0.206325 -2.358161 0.3 0.8 -0.7 0.068
H 1.715243 2.687436 -6.584761 0.0 0.0 0.0 0.203
H 1.905578 0.976456 -6.484799 0.0 0.0 0.0 0.252
H 0.794707 3.814280 -4.757882 0.0 0.0 0.0 0.242
H 0.047066 2.948758 -3.487708 -0.1 0.0 0.2 0.061